The following is a DFT calculation (wB97M-V/def2-TZVPD) of a molecular structure, C50H49IrN2O4P2S2 in a non-equilibrium geometry.

XYZ file:
```
110
Properties=species:S:1:pos:R:3:mulliken_spin:R:1
Ir 11.956 13.281 14.904 0.60
S 13.543 13.874 16.250 0.10
S 10.344 14.814 14.977 0.10
P 13.018 14.186 13.203 0.11
P 10.751 15.659 16.793 0.00
O 9.415 8.996 9.403 0.00
O 12.126 11.390 14.468 0.03
O 14.642 12.922 16.444 0.03
O 10.867 12.512 12.412 0.18
N 12.273 17.303 9.885 0.75
N 11.672 18.380 11.856 0.22
C 9.128 15.100 11.063 0.19
C 10.399 9.086 8.309 0.00
C 9.596 13.816 10.783 0.56
C 16.228 11.577 11.126 0.00
C 14.315 13.055 10.915 0.08
C 10.553 11.192 12.102 0.08
C 10.781 20.183 15.803 0.00
C 9.904 19.363 15.095 0.00
C 11.348 15.969 11.618 0.95
C 11.778 15.858 19.347 0.00
C 14.413 16.728 8.604 0.05
C 14.149 15.351 13.984 0.03
C 11.794 18.208 16.761 0.00
C 9.220 15.622 17.812 -0.01
C 10.767 17.420 16.271 0.00
C 12.137 19.597 11.235 0.00
C 15.096 12.008 10.394 0.01
C 15.347 16.098 15.939 0.00
C 11.018 10.724 14.457 0.10
C 13.295 13.614 18.955 0.00
C 8.127 16.516 17.695 0.00
C 9.487 8.668 11.714 0.00
C 15.048 16.004 13.139 0.00
C 14.297 15.358 15.348 0.02
C 6.904 16.235 18.358 0.00
C 10.961 13.524 11.281 0.12
C 7.864 14.226 19.264 0.00
C 10.316 10.722 10.820 -0.02
C 10.474 10.311 13.163 -0.03
C 12.026 20.779 12.228 0.00
C 12.180 17.157 11.321 -0.07
C 9.878 9.111 12.901 0.02
C 12.787 14.287 17.859 0.03
C 10.410 10.166 15.735 0.01
C 9.855 17.967 15.337 0.00
C 16.365 11.973 12.475 0.00
C 12.990 16.398 9.034 0.03
C 12.467 15.300 20.457 0.00
C 11.981 15.382 18.039 -0.02
C 13.187 14.074 20.267 0.00
C 6.759 15.064 19.071 0.00
C 16.296 16.726 15.066 0.00
C 9.961 16.123 11.437 0.38
C 11.780 19.605 16.594 0.00
C 16.235 16.561 13.686 0.00
C 14.332 13.280 12.300 -0.05
C 11.805 14.635 11.858 0.34
C 9.007 14.381 18.460 0.01
C 9.805 9.469 10.608 0.02
C 15.358 12.683 13.085 0.00
H 9.678 8.514 13.798 0.00
H 15.010 15.846 8.532 0.00
H 12.347 20.513 13.280 0.00
H 12.668 17.760 17.309 0.00
H 12.459 15.881 21.373 0.00
H 9.212 17.308 14.781 0.00
H 12.746 21.519 11.979 0.00
H 15.444 16.123 17.016 0.00
H 12.235 18.240 9.545 -0.05
H 8.123 15.325 10.805 0.00
H 11.193 16.801 19.473 0.00
H 11.683 19.819 10.281 0.00
H 7.835 13.478 20.049 0.00
H 11.591 13.036 10.550 0.08
H 15.418 12.743 14.166 0.00
H 14.936 17.421 9.281 0.00
H 5.813 14.821 19.491 0.00
H 12.512 20.267 17.096 0.00
H 9.740 13.588 18.416 0.00
H 10.898 9.180 15.830 0.00
H 9.452 17.122 11.600 0.01
H 9.340 10.102 15.688 0.00
H 14.784 16.022 12.107 -0.02
H 12.295 16.213 8.236 0.02
H 11.278 8.423 8.467 0.00
H 16.965 16.917 13.046 0.00
H 12.883 15.426 9.535 -0.03
H 13.887 12.680 18.757 0.00
H 8.021 17.381 16.973 0.00
H 13.197 19.497 11.066 0.03
H 14.449 17.226 7.597 0.00
H 6.065 16.893 18.322 0.00
H 10.685 10.109 8.164 0.00
H 10.692 10.831 16.599 0.01
H 10.576 21.224 15.803 0.00
H 11.750 18.428 12.869 0.01
H 16.799 10.720 10.679 0.00
H 17.255 11.685 13.018 0.00
H 9.895 8.745 7.394 0.00
H 11.046 21.356 12.344 0.00
H 8.845 13.043 10.529 0.00
H 9.061 7.671 11.517 0.00
H 13.158 16.910 11.741 0.00
H 13.590 13.427 21.083 0.00
H 10.578 11.326 9.899 0.00
H 14.864 11.563 9.461 0.00
H 17.091 17.307 15.548 0.00
H 13.745 13.704 10.210 -0.05
H 9.267 19.880 14.395 0.00
```

**Net charge**: +3
**Energy above the lowest of the compared OMol25 structures with the same formula, charge and spin**: 221.4 kJ/mol
**E_LUMO (spin up / spin down)**: -8.2548 / -10.9938 eV
**Calculated total energy**: -3927.24967 hartree
**HOMO-LUMO gap (spin up / spin down)**: 5.58 / 4.06 eV
**E_HOMO (spin up / spin down)**: -13.83 / -15.06 eV
**Spin multiplicity**: 6

***

The following is a DFT calculation (wB97M-V/def2-TZVPD) of a molecular structure, C50H50Br4N3O5S3Tl in a non-equilibrium geometry.

XYZ file:
```
116
Properties=species:S:1:pos:R:3:mulliken_charge:R:1
Tl 0.995 0.308 -0.903 0.87
Br -2.345 5.544 -4.442 -0.23
Br 0.620 5.018 -3.030 -0.19
Br -3.469 0.034 -3.916 -0.21
Br -4.232 3.007 -5.056 -0.19
S 4.333 0.577 -4.465 -0.44
S 0.032 -2.218 -0.029 -0.60
S 2.244 -1.263 -3.116 0.11
O 3.343 -1.580 -5.420 -0.37
O 2.546 -0.262 0.489 -0.24
O -0.531 0.960 0.689 0.25
O 0.879 2.204 -1.996 -0.20
O -0.758 0.120 -2.354 -0.58
N -2.298 -0.992 0.374 0.67
N 2.111 2.401 0.394 1.03
N -2.250 -2.647 -1.257 0.60
C 3.782 0.148 2.813 0.10
C -5.883 -0.789 1.579 -0.08
C 0.051 1.528 5.474 -0.60
C -0.081 3.373 0.787 -1.28
C 4.306 0.209 4.067 -0.94
C 4.585 -0.150 1.702 -0.28
C 3.393 4.141 2.089 -0.94
C -6.862 -0.653 0.453 -1.31
C 5.529 -3.479 -2.014 -0.61
C -2.294 1.518 -3.587 0.18
C -0.579 3.602 -3.252 0.32
C 3.891 -0.145 0.290 2.13
C 4.488 -3.650 -1.093 -0.80
C 5.627 -0.123 4.237 -0.53
C -2.371 2.444 1.136 -0.52
C 5.940 -2.163 -2.246 -0.61
C 4.125 3.167 1.395 -0.89
C 3.296 -0.744 -4.412 0.30
C -5.054 3.020 0.595 -0.56
C -0.809 2.123 1.355 1.96
C -2.803 2.624 -0.178 0.21
C 4.496 -1.275 -0.579 -0.67
C -2.675 2.772 -4.034 -0.08
C -4.123 -5.731 -0.648 -1.15
C -1.796 3.850 -3.875 0.23
C -1.590 -1.871 -0.380 0.21
C 3.433 2.331 0.478 -0.53
C -0.414 2.778 5.070 -1.08
C 6.428 -0.464 3.173 -0.93
C -4.139 2.904 -0.457 -0.56
C -1.606 -3.579 -2.196 -1.07
C 0.209 0.497 4.538 -0.80
C -0.124 0.694 3.199 -0.49
C 2.602 -2.748 -5.425 -0.70
C -1.124 1.279 -2.862 0.07
C -4.603 -1.545 1.154 -0.53
C -4.651 2.787 1.885 -1.23
C -3.283 2.570 2.162 -0.34
C -0.224 2.399 -2.656 -0.57
C 5.911 -0.449 1.880 -0.25
C 2.034 4.220 1.916 -0.72
C -2.594 -5.686 -1.034 -0.21
C 1.386 3.322 1.076 -0.67
C -0.569 1.939 2.822 -0.05
C -2.483 -4.856 -2.377 -1.09
C 3.979 -2.554 -0.383 -0.28
C 4.140 1.280 -0.382 -0.62
C 5.504 -1.093 -1.502 0.19
C -3.698 -0.652 0.225 1.85
C -0.795 2.960 3.733 0.06
H -5.307 2.793 2.741 0.40
H -0.304 3.371 -0.278 0.67
H -4.025 -0.737 -0.843 0.11
H 5.203 3.096 1.409 0.53
H -1.268 -2.991 -3.096 0.29
H 3.794 1.315 -1.418 0.13
H 2.899 -3.546 -4.708 0.19
H -3.803 0.396 0.572 -1.51
H -4.210 -6.133 0.356 0.37
H -6.091 3.257 0.356 0.39
H -0.004 0.034 2.391 0.62
H -2.351 -6.736 -1.191 0.35
H -4.532 -4.714 -0.536 0.15
H 2.731 0.301 2.636 0.04
H 3.851 4.806 2.860 0.29
H -2.977 2.515 3.197 0.35
H -3.503 -4.705 -2.707 0.47
H -1.905 -5.260 -0.253 0.26
H 3.755 0.563 4.869 0.66
H -6.332 -0.288 -0.383 0.33
H -5.561 0.184 1.903 -0.08
H 0.257 1.360 6.519 0.43
H -6.328 -1.342 2.418 0.47
H -0.340 3.667 5.730 0.31
H -2.012 -5.426 -3.157 0.44
H 5.954 -4.304 -2.561 0.42
H -0.622 4.209 1.337 0.78
H 6.056 -0.101 5.219 0.38
H 3.264 -2.636 0.377 0.58
H 0.502 -0.490 4.930 0.37
H -4.020 -1.842 1.988 0.54
H -3.150 -2.257 -1.483 0.15
H 1.583 -2.455 -5.202 0.39
H -4.864 -2.458 0.636 -0.32
H -0.640 -3.899 -1.848 0.52
H -1.117 3.959 3.382 0.47
H 4.105 -4.680 -0.838 0.23
H -1.617 -0.209 0.578 -1.10
H -7.403 -1.534 0.257 0.37
H -4.455 3.109 -1.489 0.39
H 6.661 -1.954 -3.072 0.29
H 6.586 -0.640 1.018 0.32
H 5.955 -0.115 -1.658 0.30
H -4.742 -6.311 -1.394 0.32
H 7.476 -0.621 3.320 0.41
H 1.490 4.921 2.537 0.44
H 2.650 -3.092 -6.459 0.27
H 5.208 1.506 -0.361 1.01
H -7.518 0.172 0.737 0.35
H -2.109 2.650 -1.007 -0.07
```

**Net charge**: -2
**Energy above the lowest of the compared OMol25 structures with the same formula, charge and spin**: 222.0 kJ/mol
**E_LUMO**: 3.7766 eV
**Calculated total energy**: -14138.94193 hartree
**HOMO-LUMO gap**: 6.10 eV
**E_HOMO**: -2.33 eV

***

The following is a DFT calculation (wB97M-V/def2-TZVPD) of a molecular structure, C50H50BrClCsN7O4S2Se2 in a non-equilibrium geometry.

XYZ file:
```
118
Properties=species:S:1:pos:R:3:mulliken_charge:R:1
Cs 0.286 -0.228 -1.715 1.09
Br -2.075 2.075 -0.221 -0.22
Se 1.000 2.296 -4.388 -0.31
Se 2.862 2.824 0.746 -0.17
Cl 5.020 -4.754 -2.440 -0.26
S -0.368 -5.191 0.045 0.12
S -2.614 -5.601 -1.886 -0.15
O -1.858 -4.852 -5.809 -0.73
O 0.701 -0.723 1.824 -0.62
O -0.557 -0.042 2.019 0.16
O -0.473 -1.659 -3.456 -0.79
N 3.236 -1.495 -1.075 0.19
N -1.039 -3.885 -3.575 -0.67
N 0.783 4.599 -0.065 1.07
N 1.004 5.259 -4.778 -0.74
N 0.410 3.719 1.906 1.50
N -0.488 -3.987 -2.302 -0.39
N -2.986 -0.329 -1.178 0.14
C -5.676 0.129 -0.759 -0.39
C -2.637 -6.554 -0.344 -0.71
C 0.548 -2.060 2.199 0.12
C -1.065 -4.799 -1.527 0.16
C 3.000 6.789 0.688 -0.87
C -1.641 -3.628 -6.325 0.53
C -0.857 -2.675 -4.094 0.24
C 1.345 4.847 -1.400 -1.03
C 3.489 -2.650 -1.683 -0.51
C -3.414 -1.788 3.352 -0.38
C 1.282 3.735 0.860 -1.04
C -1.574 -3.320 3.027 0.20
C -2.740 -0.760 2.793 -1.24
C -1.906 -3.435 -7.682 -0.66
C -4.746 1.093 -0.414 -0.57
C 5.503 -1.399 -0.343 -0.64
C 5.775 -2.603 -0.970 -0.31
C -0.418 5.122 0.382 0.72
C 2.672 -6.819 3.043 -0.43
C 2.015 -4.125 2.449 0.21
C 3.336 -6.133 2.031 -0.59
C -1.548 -1.081 1.951 0.99
C -3.890 -1.251 -1.516 -0.21
C -0.663 4.556 1.632 0.05
C -0.966 -1.318 -6.171 -0.64
C -2.488 6.264 0.482 -0.92
C 3.181 6.564 -0.813 -0.49
C -1.164 -2.551 -5.554 0.41
C -5.247 -1.065 -1.322 -0.77
C -3.413 0.794 -0.657 0.31
C 1.702 -6.144 3.775 -0.72
C -1.827 4.833 2.330 -0.71
C 1.578 3.294 4.070 -0.54
C 3.016 -4.818 1.745 0.03
C -1.324 5.981 -0.219 -0.82
C 4.748 -3.230 -1.648 0.28
C -0.824 -2.286 2.469 0.49
C -1.944 -5.734 0.731 -0.47
C 1.895 6.255 -1.586 -0.59
C 1.727 -2.748 2.101 -1.66
C 1.389 -4.822 3.495 -0.08
C 0.998 4.103 -4.651 0.20
C 4.218 -0.882 -0.421 -0.47
C -1.220 -1.130 -7.519 -0.86
C 1.414 4.724 4.582 -0.10
C -2.905 -3.133 3.359 -1.08
C -2.735 5.699 1.736 -0.97
C 0.232 4.912 5.530 -1.21
C -1.696 -2.200 -8.271 -0.22
C 0.523 2.836 3.067 -0.88
H 2.132 4.110 -1.546 0.42
H -1.819 -1.187 0.883 -0.22
H 3.527 -4.305 0.937 0.28
H -2.111 -7.497 -0.499 0.34
H -1.052 -0.161 -7.971 0.44
H -0.721 4.777 5.022 0.20
H -4.346 -1.585 3.873 0.35
H -3.659 5.927 2.251 0.40
H -1.148 6.383 -1.207 0.50
H 0.225 5.913 5.965 0.39
H 1.193 -6.649 4.589 0.37
H -3.487 -3.936 3.790 0.38
H 0.675 -4.298 4.114 0.70
H 3.956 0.050 0.067 0.36
H -3.089 0.266 2.848 0.43
H 1.540 2.595 4.912 0.53
H 2.333 5.017 5.096 0.47
H -3.225 6.921 0.039 0.40
H 0.746 1.836 2.701 -0.23
H -5.028 2.039 0.025 0.48
H -2.044 4.369 3.281 0.41
H 2.192 7.502 0.880 0.25
H 3.912 7.189 1.136 0.46
H -1.905 -2.072 -9.327 0.34
H -1.588 -4.801 -4.843 0.57
H 6.758 -3.054 -0.934 0.42
H -0.466 2.798 3.523 0.62
H 3.627 7.461 -1.252 0.41
H 3.894 5.750 -0.974 0.24
H 0.275 4.190 6.350 0.33
H -3.678 -6.761 -0.089 0.39
H 0.568 4.628 -2.134 0.39
H -5.946 -1.840 -1.601 0.44
H -0.606 -0.498 -5.561 0.59
H 2.770 5.862 1.211 0.02
H 2.556 3.181 3.601 0.21
H -1.114 -4.276 3.228 0.25
H 2.540 -2.191 1.651 0.37
H -6.729 0.309 -0.586 0.38
H 2.663 -3.138 -2.191 0.42
H -3.495 -2.166 -1.944 0.33
H 2.910 -7.854 3.260 0.37
H 1.136 6.999 -1.323 0.25
H -2.534 -4.861 1.013 0.08
H -2.275 -4.278 -8.253 0.40
H 1.317 5.403 3.729 0.02
H 6.272 -0.873 0.206 0.42
H -1.732 -6.324 1.623 0.46
H 2.077 6.353 -2.659 0.41
H 4.099 -6.634 1.446 0.39
```

**Net charge**: -2
**Energy above the lowest of the compared OMol25 structures with the same formula, charge and spin**: 75.0 kJ/mol
**E_LUMO**: 3.4676 eV
**Calculated total energy**: -11273.17681 hartree
**HOMO-LUMO gap**: 4.81 eV
**E_HOMO**: -1.34 eV

***

The following is a DFT calculation (wB97M-V/def2-TZVPD) of a molecular structure, C50H51CaClHfI3N7O16 in a non-equilibrium geometry.

XYZ file:
```
130
Properties=species:S:1:pos:R:3:mulliken_charge:R:1
Hf 0.977 -3.791 1.353 -1.37
I -0.038 -1.427 0.097 0.01
I 2.713 1.770 -3.034 -0.69
I -1.183 -5.395 1.197 -0.36
Ca 0.120 1.709 -1.950 1.60
Cl 2.771 -4.798 2.643 -0.42
O -2.284 3.067 -1.041 -0.29
O -3.552 2.233 -3.845 -0.52
O 2.978 -0.359 0.758 -0.43
O 2.690 -2.437 1.197 -0.11
O 0.828 -3.056 3.459 1.08
O 1.121 2.952 0.174 -0.54
O 2.263 -6.676 0.019 -0.48
O 0.428 -2.921 -4.539 -0.66
O -1.557 4.328 -2.568 -0.62
O -1.807 1.090 -3.272 -0.75
O -0.415 4.503 0.152 -0.46
O 1.954 -4.568 -0.169 0.63
O -2.544 3.130 3.394 -0.53
O 0.503 -0.831 -4.079 -0.19
O -3.646 3.039 5.235 -0.63
O -2.583 -2.090 4.697 -0.51
N -2.458 4.047 -1.747 0.80
N 0.638 -1.759 -4.831 1.39
N -2.651 3.214 4.601 1.06
N 2.339 -5.659 -0.603 0.89
N -3.040 1.231 -3.429 0.76
N 3.164 -1.487 0.545 0.90
N 0.721 4.064 0.417 1.22
C -1.450 3.652 5.311 0.12
C -5.008 6.801 -1.913 -0.52
C 3.151 -4.755 -4.126 -0.34
C 5.191 -1.944 -2.675 -0.81
C 1.573 -0.269 -6.520 -0.32
C -4.264 -2.114 -2.155 -0.57
C -2.897 -0.473 2.970 0.24
C 1.680 4.962 1.041 0.19
C 3.920 -5.864 -4.455 -0.72
C 2.866 -5.667 -1.921 0.04
C 5.197 -2.806 -0.041 -0.34
C -1.534 3.921 6.668 -0.51
C 2.066 6.956 2.241 -0.60
C 1.329 -2.267 -8.483 -0.65
C -3.669 4.846 -1.481 0.34
C -5.649 -1.944 -2.238 -0.66
C 1.053 -1.532 -6.215 0.11
C 3.957 -6.958 -3.570 -0.56
C -3.854 6.027 -2.151 -0.44
C 3.925 5.528 1.595 -0.52
C 3.033 4.638 1.044 -0.55
C -0.326 3.812 4.527 -0.15
C -5.954 6.372 -0.987 -0.37
C -3.416 -1.119 -2.570 -0.44
C 1.901 -1.054 -8.737 -0.35
C 4.209 -1.482 -1.764 0.53
C 2.605 -4.664 -2.863 0.14
C 6.131 -2.787 -2.239 -0.52
C -2.780 -0.667 4.483 -0.72
C -3.137 -2.785 3.570 0.41
C -4.588 4.390 -0.494 -0.18
C 2.021 -0.061 -7.792 -0.65
C 0.805 -3.643 5.724 -0.78
C 3.417 -6.907 -2.326 -0.80
C 0.810 4.300 5.120 -0.46
C 0.866 -2.508 -7.190 -0.24
C -0.427 4.466 7.245 -0.50
C -3.535 -1.804 2.518 -0.42
C 6.172 -3.221 -0.929 -0.76
C 4.201 -1.975 -0.484 0.18
C -3.964 0.111 -2.947 0.46
C 3.437 6.693 2.236 -0.49
C 0.740 4.631 6.481 -0.54
C -5.738 5.177 -0.282 -0.64
C -6.163 -0.724 -2.662 -0.53
C 1.132 -2.116 5.500 -0.87
C 0.306 -4.071 4.373 -0.55
C -5.319 0.316 -3.012 -0.54
C 0.562 -1.825 4.126 0.49
C 1.186 6.105 1.644 -0.25
H 7.017 -3.815 -0.622 0.45
H 0.698 -5.044 4.047 0.65
H -5.110 7.810 -2.337 0.36
H -3.127 6.353 -2.934 0.38
H -0.484 -1.664 4.248 -0.63
H 2.202 -2.032 5.518 0.31
H 1.915 -3.865 -2.607 0.49
H -4.608 -1.622 2.384 0.32
H 1.696 7.820 2.733 0.46
H -2.343 -1.256 -2.571 0.61
H -6.538 4.933 0.440 0.37
H 1.117 -1.004 3.696 0.54
H 0.772 -1.409 6.245 0.46
H -2.499 3.633 7.153 0.43
H 0.119 6.322 1.530 0.45
H -6.786 7.036 -0.755 0.40
H 1.730 4.450 4.556 0.46
H -0.806 -3.986 4.284 0.07
H 2.324 -0.840 -9.714 0.38
H -0.358 3.546 3.458 0.46
H 5.159 -3.184 0.984 0.47
H 6.975 -3.020 -2.882 0.46
H -3.133 -2.122 1.542 -0.05
H -5.847 1.206 -3.280 0.51
H -0.496 4.768 8.320 0.35
H 2.412 0.890 -8.104 0.44
H 3.394 3.735 0.542 0.47
H -3.912 -3.439 3.897 0.47
H -3.900 -3.025 -1.679 0.47
H 0.336 -3.428 -6.868 0.42
H 1.686 -4.245 6.049 0.25
H 4.096 7.363 2.808 0.40
H 4.558 -7.780 -3.916 0.38
H -3.689 -0.254 4.960 0.37
H 5.225 -1.540 -3.697 0.47
H -4.538 3.365 -0.014 0.37
H 3.027 -3.914 -4.803 0.43
H 4.386 -5.959 -5.445 0.44
H -2.442 -3.472 3.054 -0.60
H -1.893 -0.399 2.524 -0.27
H -1.923 -0.169 5.005 0.26
H 3.345 -0.901 -2.154 -0.10
H 1.642 0.479 -5.768 0.45
H 0.085 -3.807 6.464 0.43
H 3.458 -7.714 -1.641 0.61
H 1.627 4.985 6.955 0.43
H -7.211 -0.513 -2.583 0.39
H -6.305 -2.743 -2.010 0.46
H -3.508 0.368 2.678 0.47
H 1.235 -3.082 -9.211 0.39
H 5.003 5.361 1.497 0.41
```

**Net charge**: +2
**Energy above the lowest of the compared OMol25 structures with the same formula, charge and spin**: 0.0 kJ/mol
**E_LUMO**: -6.3283 eV
**Calculated total energy**: -5601.09661 hartree
**HOMO-LUMO gap**: 6.33 eV
**E_HOMO**: -12.66 eV